Record 1
C28H53ClF6OP2Si2Tc | ωB97M-V/def2-TZVPD

Calculated values
HOMO-LUMO gap (alpha / beta): 6.5277 / 7.3952 eV
Expectation value of S²: 3.769
Energy relative to the best compared isomer or geometry (same formula, charge and spin): 0.0 kJ/mol
Max |F|: 2.717 eV Å⁻¹
HOMO (alpha / beta): -6.01 / -7.35 eV
2S+1: 4
Lowest unoccupied orbital energy (alpha / beta): 0.5 / 0.0 eV

Cartesian coordinates (Å):
Tc1 -0.40153 0.07639 0.12987
Cl1 -0.06827 0.01357 -2.27849
P1 0.02803 2.62082 -0.58781
P2 0.08645 -2.63989 -0.62750
Si1 -1.66683 -2.91249 1.81836
Si2 -1.68002 2.85234 1.87441
F1 4.18407 -0.81232 2.91894
F2 1.54842 2.33261 3.29624
F3 2.78731 -1.98865 1.71166
F4 3.84786 -0.27906 0.81982
F5 3.30457 2.21168 1.99047
F6 3.37604 1.36963 4.00970
O1 1.24899 0.47215 1.20061
C1 2.17282 -4.56745 -0.75844
C2 -1.26467 3.57187 -1.58560
C3 2.59110 1.52023 2.91359
C4 -1.05534 5.08774 -1.54994
C5 -3.07996 -4.07896 1.44092
C6 -1.32048 3.08209 -3.03245
C7 -2.41304 -0.71278 -0.16777
C8 -0.10050 3.45277 1.02246
C9 -1.03281 -5.09523 -1.64117
C10 1.63341 3.23277 -1.30311
C11 -1.68825 -0.02425 1.90583
C12 -1.22989 -3.57632 -1.62685
C13 -1.99644 1.15619 1.16550
C14 1.63487 -3.30599 -1.42667
C15 -1.97051 -1.19149 1.13657
C16 2.70622 2.15277 -1.22052
C17 2.16852 4.50230 -0.64568
C18 -0.04523 -3.46343 1.00027
C19 1.27192 -0.51539 3.44839
C20 0.76586 0.01207 -6.44457
C21 -1.45871 -2.89442 3.68081
C22 3.23672 -0.70594 1.95001
C23 -3.10531 4.00842 1.53618
C24 -2.44900 0.70687 -0.14514
C25 1.99804 0.17990 2.34253
C26 -1.31107 -3.05612 -3.06394
C27 2.71583 -2.23149 -1.43710
C28 -1.45796 2.73014 3.72331
H1 -1.26671 3.73208 4.12298
H2 3.61710 -2.62705 -1.92137
H3 -3.36891 4.09110 0.47862
H4 -2.82079 -5.08800 1.78353
H5 -0.15760 5.37234 -2.11369
H6 -0.01581 -4.55693 0.90256
H7 -0.37943 3.29079 -3.55608
H8 3.63413 2.54053 -1.66059
H9 -1.52218 2.00858 -3.09530
H10 -0.14483 -5.36998 -2.22581
H11 2.91440 1.90765 -0.17353
H12 -0.99194 5.50808 -0.53953
H13 1.34584 -3.52400 -2.46651
H14 -2.80161 1.34119 -0.95033
H15 1.47329 5.34669 -0.67576
H16 -0.31699 0.00916 -6.55976
H17 -2.38956 -2.52644 4.12803
H18 3.07829 4.80511 -1.17793
H19 0.79757 3.18766 1.59124
H20 -1.52170 -1.98298 -3.10183
H21 -0.64032 -2.26683 4.04190
H22 1.31436 -0.92872 -6.46546
H23 1.98997 -0.83769 4.20965
H24 1.30805 0.95666 -6.45421
H25 0.54385 0.16475 3.89365
H26 -1.28916 -3.92296 4.02291
H27 0.75778 -1.38997 3.03630
H28 -1.90170 -5.54395 -2.14191
H29 -0.37858 -3.24828 -3.60929
H30 -3.36230 -4.11894 0.38586
H31 -2.85434 4.99972 1.93116
H32 -2.75550 -1.33420 -0.98489
H33 -1.91585 5.56191 -2.04032
H34 3.08701 -4.87416 -1.28056
H35 -0.11016 4.54437 0.91542
H36 2.45002 4.30759 0.39699
H37 2.41711 1.24185 -1.75260
H38 -0.96468 -5.54931 -0.64455
H39 -2.21423 3.32227 -1.08760
H40 -1.35140 -0.03089 2.94044
H41 2.43751 -4.36960 0.28674
H42 -2.16735 -3.33354 -1.10420
H43 -2.12442 3.62320 -3.54837
H44 1.47870 -5.41368 -0.79294
H45 0.82573 -3.16099 1.60000
H46 -3.94386 -3.73111 2.02059
H47 2.98954 -1.96597 -0.41523
H48 1.40396 3.42448 -2.36445
H49 2.39157 -1.32789 -1.96460
H50 -2.38011 2.33907 4.16870
H51 -0.62769 2.07864 4.00981
H52 -3.96914 3.61877 2.08755
H53 -2.11813 -3.59385 -3.57918

---

Record 2
C28H53O2PSe2Si2Tm | ωB97M-V/def2-TZVPD

Calculated values
HOMO-LUMO gap (alpha / beta): 8.0358 / 8.0344 eV
Net charge: +1
Expectation value of S²: 2.002
Energy relative to the best compared isomer or geometry (same formula, charge and spin): 30.5 kJ/mol
Max |F|: 1.350 eV Å⁻¹
HOMO (alpha / beta): -11.19 / -11.16 eV
2S+1: 3
Lowest unoccupied orbital energy (alpha / beta): -3.2 / -3.1 eV

Cartesian coordinates (Å):
Tm1 0.03898 0.16348 0.71726
Se1 -0.50194 1.85718 2.81866
Se2 -0.13365 -1.51115 2.80667
P1 -0.26777 0.16057 4.25484
Si1 0.51781 1.78879 -4.88144
Si2 3.62671 0.85991 1.25844
O1 -2.49385 -0.38540 -4.52491
O2 -0.51807 -1.48462 -0.72329
C1 3.56839 0.18178 6.87647
C2 0.45123 -2.39344 -1.39105
C3 -3.83365 0.54260 7.25604
C4 -0.31234 1.36239 -3.25237
C5 -3.70881 -2.28667 -5.60736
C6 -3.58140 0.53865 -4.71840
C7 3.08376 1.73202 2.84137
C8 -0.55924 2.52297 -6.24868
C9 3.25993 -0.96183 6.12098
C10 2.28520 -0.14329 0.41103
C11 2.71226 1.29176 6.83697
C12 -1.73639 -2.11857 -0.22844
C13 -2.97255 0.38560 4.99248
C14 1.75165 3.18670 -4.64190
C15 -2.54287 -2.80427 -1.32600
C16 -4.04614 0.55221 5.87150
C17 -1.45516 0.14973 6.87424
C18 -1.66198 0.21866 5.47595
C19 1.44415 0.34864 -5.68182
C20 1.54246 1.25656 6.06398
C21 5.09271 -0.19225 1.76853
C22 0.82365 -3.59037 -0.55067
C23 2.09822 -0.99572 5.32766
C24 -2.44483 -1.44264 -5.49941
C25 -2.53563 0.33701 7.75080
C26 -4.78087 0.24791 -3.82966
C27 4.26841 2.10071 0.01448
C28 1.22521 0.11940 5.31061
H1 1.80186 0.69373 -6.66975
H2 -2.75847 -2.13744 -2.17373
H3 -2.22405 -0.96606 -6.47331
H4 -5.25387 -0.71423 -4.05455
H5 2.23106 -1.18285 0.82789
H6 0.11010 2.70344 -7.11042
H7 -2.07686 -3.72940 -1.69157
H8 -4.49172 0.28559 -2.77367
H9 5.16976 2.60153 0.39410
H10 1.64868 -4.10997 -1.03274
H11 2.43179 3.21003 -5.51204
H12 4.46200 0.19736 7.50679
H13 -3.12515 0.42291 3.90827
H14 -5.55168 1.00953 -3.98959
H15 1.87374 -1.88668 4.74117
H16 -1.37049 1.85241 -6.57677
H17 -4.51950 -1.72382 -6.07259
H18 2.93603 2.18274 7.42137
H19 -3.90090 0.51831 -5.78231
H20 -1.15937 2.04049 -3.04779
H21 5.99619 0.42530 1.85794
H22 4.53676 1.55886 -0.90456
H23 -2.34323 0.36755 8.82606
H24 -0.97898 3.49545 -5.93689
H25 2.44435 -0.25250 -0.67809
H26 3.88542 2.36259 3.25591
H27 0.79103 -0.52970 -5.82915
H28 2.34408 3.03792 -3.72794
H29 -3.15674 1.52493 -4.48514
H30 -3.49540 -3.12272 -0.89826
H31 0.86062 2.11174 6.03867
H32 -1.45928 -2.84142 0.54668
H33 -0.72797 0.33011 -3.22137
H34 -2.33264 -1.32631 0.26360
H35 1.30888 -1.76919 -1.63369
H36 -1.59740 -2.06708 -5.21205
H37 -0.44833 -0.01504 7.26665
H38 1.16093 -3.31860 0.45659
H39 -0.05136 -2.65672 -2.32293
H40 -4.65618 0.74315 7.94568
H41 -3.51397 -3.15371 -6.24740
H42 5.26579 -0.94836 0.99533
H43 1.22118 4.15231 -4.58991
H44 3.91200 -1.83196 6.15928
H45 -5.04968 0.73064 5.47802
H46 0.41930 1.49365 -2.42712
H47 -4.04252 -2.69099 -4.64603
H48 4.92361 -0.70752 2.72266
H49 -0.00734 -4.28689 -0.46807
H50 3.51478 2.85789 -0.24851
H51 2.31858 0.06294 -5.06985
H52 2.20401 2.37666 2.71747
H53 2.81701 1.02443 3.63404

---

Q: Number 2 is which compound?
A: C28H53O2PSe2Si2Tm